Record 1
{"formula": "C3H14N2O2", "method": "ωB97M-V with the def2-TZVPD basis set", "symbols": ["C", "C", "N", "C", "N", "H", "H", "H", "H", "H", "H", "H", "H", "H", "H", "H", "H", "O", "H", "H", "O"], "positions_angstrom": [[2.05336, 1.17907, -0.61802], [1.14765, 0.07764, -0.10961], [-0.19734, 0.57865, 0.08055], [-1.16063, -0.39048, 0.56834], [-2.57806, 0.06241, 0.62246], [2.05638, 1.95820, 0.17281], [3.08545, 0.81835, -0.61857], [1.89000, 1.64855, -1.58503], [1.59892, -0.34195, 0.80890], [0.90657, -0.75657, -0.79265], [-0.32714, 1.40811, 0.64582], [-1.30901, -1.32230, 0.02869], [-0.87046, -0.55299, 1.62964], [-2.86658, 0.52440, -0.23709], [-2.60683, 0.82794, 1.29394], [0.55047, -4.22120, 1.68972], [1.66094, -3.72366, 0.74478], [1.30575, -3.63020, 1.63391], [-1.39606, 2.41544, -2.62984], [-1.11033, 1.46190, -1.45485], [-1.83305, 1.97869, -1.87391]], "nbo_charge": [-0.616, -0.215, -0.675, -0.057, -0.826, 0.203, 0.214, 0.214, 0.173, 0.192, 0.363, 0.193, 0.156, 0.371, 0.337, 0.472, 0.469, -0.940, 0.465, 0.490, -0.984], "lumo_ev": 0.7, "smiles": "CCNCN.O.O", "homo_ev": -9.11, "homo_lumo_gap_ev": 9.841, "total_charge": 0}

Record 2
{"formula": "C4H7NO2", "method": "ωB97M-V with the def2-TZVPD basis set", "symbols": ["C", "C", "N", "O", "C", "C", "O", "H", "H", "H", "H", "H", "H", "H"], "positions_angstrom": [[1.41072, -1.47763, 1.11685], [0.41063, -0.58076, 0.49561], [-0.61839, -1.30214, 0.21683], [0.59014, 0.74427, 0.34701], [-0.57093, 1.45920, -0.05093], [-0.74304, 1.42200, -1.55782], [-1.72372, 1.84839, -2.11372], [2.05552, -1.05608, 1.91425], [0.46276, -2.20040, 1.09697], [2.04217, -1.95642, 0.36490], [-1.29137, -1.06142, -0.48493], [-1.46824, 1.05961, 0.44080], [-0.42855, 2.49624, 0.26574], [0.11679, 0.98672, -2.11152]], "nbo_charge": [-0.750, 0.589, -0.795, -0.477, -0.196, 0.410, -0.498, 0.226, 0.330, 0.232, 0.357, 0.222, 0.229, 0.120], "lumo_ev": 0.7, "smiles": "[H]/N=C(/C)OCC=O", "homo_ev": -10.02, "homo_lumo_gap_ev": 10.733, "total_charge": 0}

Record 3
{"formula": "C6H11N", "method": "ωB97M-V with the def2-TZVPD basis set", "symbols": ["C", "C", "C", "C", "C", "C", "N", "H", "H", "H", "H", "H", "H", "H", "H", "H", "H", "H"], "positions_angstrom": [[-0.60696, -1.04538, -1.68150], [-0.31917, -0.88412, -0.19160], [1.16296, -1.13283, 0.10587], [-0.82082, 0.47521, 0.25297], [-0.37265, 1.08167, 1.60315], [0.03705, 1.63745, 0.30880], [0.75669, 2.54311, -0.19206], [-1.66419, -0.85391, -1.89664], [-0.36001, -2.05614, -2.02085], [-0.01296, -0.32834, -2.26147], [-0.90966, -1.61326, 0.37966], [1.44325, -2.13344, -0.24005], [1.39258, -1.08608, 1.17640], [1.80637, -0.40915, -0.40987], [-1.86425, 0.68096, 0.01348], [-1.11918, 1.60930, 2.19023], [0.38166, 0.54892, 2.18055], [1.06929, 2.96604, 0.68293]], "nbo_charge": [-0.601, -0.209, -0.616, -0.264, -0.523, 0.301, -0.577, 0.207, 0.209, 0.213, 0.200, 0.216, 0.206, 0.216, 0.234, 0.228, 0.224, 0.334], "lumo_ev": 1.1, "smiles": "[H]/N=C1\\C[C@@H]1C(C)C", "homo_ev": -9.42, "homo_lumo_gap_ev": 10.471, "total_charge": 0}

Record 4
{"formula": "C45H48As2CdN7O4", "method": "ωB97M-V with the def2-TZVPD basis set", "symbols": ["Cd", "O", "C", "N", "C", "O", "C", "C", "C", "C", "C", "N", "C", "C", "C", "C", "C", "N", "H", "H", "H", "H", "H", "H", "H", "H", "C", "C", "As", "C", "C", "C", "C", "C", "C", "C", "C", "C", "C", "C", "C", "As", "C", "C", "C", "C", "C", "C", "C", "C", "C", "C", "C", "C", "H", "H", "H", "H", "H", "H", "H", "H", "H", "H", "H", "H", "H", "H", "H", "H", "H", "H", "H", "H", "H", "H", "H", "H", "N", "N", "C", "O", "O", "H", "H", "H", "C", "C", "N", "C", "C", "N", "C", "C", "H", "H", "H", "H", "H", "H", "H", "H", "H", "H", "H", "H", "H"], "positions_angstrom": [[-0.23863, -1.33201, 0.75858], [1.36842, -4.85616, 2.27405], [0.83066, -3.78604, 2.08732], [1.26472, -2.79378, 1.24404], [2.15386, -3.05965, 0.24056], [2.35801, -4.10463, -0.35064], [2.91612, -1.82195, -0.15577], [4.27132, -1.91346, -0.43982], [4.97855, -0.74314, -0.66267], [4.29221, 0.46390, -0.63702], [2.92768, 0.44596, -0.39679], [2.24709, -0.67066, -0.14682], [-0.38039, -3.41231, 2.93905], [-0.84645, -4.36381, 3.83067], [-1.98336, -4.09462, 4.57208], [-2.59932, -2.86211, 4.42091], [-2.04512, -1.95210, 3.54249], [-0.96564, -2.21266, 2.80797], [4.74407, -2.88629, -0.45764], [6.04531, -0.77113, -0.84713], [4.79833, 1.40811, -0.79272], [2.35624, 1.36644, -0.38919], [-0.31135, -5.29853, 3.90333], [-2.38775, -4.83575, 5.24881], [-3.49454, -2.60568, 4.97120], [-2.48795, -0.96901, 3.42413], [-1.93854, 2.31156, 0.15555], [-1.46819, 2.00205, 1.59352], [0.47693, 1.68405, 1.85336], [1.11846, 3.36465, 2.61691], [2.49293, 3.57565, 2.54851], [3.05716, 4.71641, 3.10038], [2.24532, 5.66149, 3.71414], [0.87513, 5.45208, 3.79054], [0.31269, 4.30515, 3.24408], [0.46067, 0.70326, 3.53720], [-0.42500, 0.98025, 4.57570], [-0.35466, 0.26385, 5.76161], [0.60761, -0.72764, 5.91861], [1.50864, -0.99184, 4.89722], [1.43608, -0.27564, 3.70935], [-0.80372, 1.52462, -1.24326], [0.49925, 2.97765, -1.49881], [0.51950, 4.12477, -0.71240], [1.52165, 5.07566, -0.86230], [2.52597, 4.88971, -1.79904], [2.51660, 3.74888, -2.59254], [1.51621, 2.80297, -2.43797], [-1.92277, 1.84088, -2.83044], [-1.34798, 1.50101, -4.05779], [-2.08422, 1.55239, -5.23220], [-3.42481, 1.92146, -5.19171], [-4.00969, 2.24670, -3.97753], [-3.26379, 2.20464, -2.80404], [-2.04462, 3.38015, -0.00729], [-2.92809, 1.88722, 0.01788], [-1.90847, 1.04644, 1.88822], [-1.85045, 2.75710, 2.27712], [3.12026, 2.84233, 2.05475], [4.12855, 4.86637, 3.05510], [2.67735, 6.56362, 4.12801], [0.24195, 6.17844, 4.28524], [-0.75915, 4.15750, 3.31106], [-1.16838, 1.76296, 4.46494], [-1.04971, 0.47774, 6.56469], [0.65948, -1.28991, 6.84314], [2.26312, -1.75895, 5.02122], [2.13863, -0.48267, 2.91101], [-0.24118, 4.31038, 0.03356], [1.51588, 5.95668, -0.23221], [3.31639, 5.62176, -1.90504], [3.29878, 3.59190, -3.32542], [1.54275, 1.90789, -3.04913], [-0.30540, 1.20320, -4.09013], [-1.61534, 1.30720, -6.17842], [-4.00892, 1.95503, -6.10273], [-5.05241, 2.53691, -3.94018], [-3.73942, 2.47233, -1.86747], [-3.01732, -0.83769, 0.41317], [-3.53097, -2.02588, -0.14534], [-2.75486, -3.21122, -0.00320], [-3.34695, -4.27229, -0.16211], [-1.51678, -3.01503, 0.20201], [-3.39657, -0.68577, 1.34307], [-3.32261, -0.07317, -0.16968], [-4.51385, -2.19730, -0.00264], [-1.59946, -2.44983, -4.25690], [-1.38913, -1.84728, -2.84976], [-0.17108, -2.39058, -2.24462], [-0.21219, -3.86185, -2.29620], [-0.10397, -4.33224, -3.76608], [-0.31552, -3.12622, -4.64308], [0.83103, -2.17049, -4.48741], [1.00383, -1.90972, -2.97228], [-1.83998, -1.69316, -5.00203], [-2.38033, -3.20800, -4.25702], [-2.23791, -2.09104, -2.21610], [-1.29647, -0.76573, -2.90634], [-1.13782, -4.20049, -1.83425], [0.60651, -4.26394, -1.70788], [-0.86101, -5.07468, -4.01103], [0.87791, -4.74230, -3.99959], [-0.37217, -3.42191, -5.61269], [1.71804, -2.61793, -4.93108], [0.58065, -1.26113, -5.03215], [1.13206, -0.84376, -2.78704], [1.87587, -2.43654, -2.58530]], "mulliken_charge": [4.905, -0.666, -0.307, -0.202, -0.480, -0.724, 0.301, -0.869, -0.895, -1.245, -0.451, 1.103, 0.341, -0.600, -0.790, -1.031, -0.799, 1.263, 0.607, 0.449, 0.553, 0.664, 0.602, 0.453, 0.521, 0.306, -2.309, 0.172, -0.311, 0.447, -0.516, -0.747, -0.570, -0.749, -0.128, 0.681, -0.496, -0.695, -0.584, -0.547, -0.409, 1.615, 0.777, -0.411, -0.672, -0.724, -0.847, -0.255, 0.401, -0.049, -0.721, -0.652, -0.701, -0.616, 0.829, 0.903, -0.842, 0.683, 0.333, 0.440, 0.406, 0.447, 0.245, 0.288, 0.445, 0.436, 0.467, 0.264, 0.038, 0.477, 0.415, 0.458, 0.156, 0.076, 0.489, 0.405, 0.438, 0.340, -0.276, -0.515, -0.057, -0.785, -0.922, 0.342, 0.218, 0.294, -1.145, 1.555, 0.555, -0.573, -0.996, 0.095, -0.968, 0.152, 0.426, 0.344, 0.124, -1.379, 0.542, 0.118, 0.382, 0.315, 0.298, 0.401, 0.339, -0.495, 0.580], "lumo_ev": -2.3, "homo_ev": -10.87, "homo_lumo_gap_ev": 8.532, "total_charge": 1}